Arrangement one

7
Properties=species:S:1:pos:R:3 method="wB97M-V/def2-TZVPD" e_homo_ev=-16.22 smiles="C=[NH+]N=O" gap_ev=9.5 charge=+1
C 0.6985 0.3587 0.5020
N -0.2560 0.1985 -0.3406
N -0.9619 -0.9975 -0.6873
O -1.8158 -1.5072 -0.1064
H 1.0799 -0.2596 1.2985
H 1.4814 1.2574 0.4577
H -0.2261 0.9498 -1.1239

***

Arrangement two

7
Properties=species:S:1:pos:R:3 method="wB97M-V/def2-TZVPD" e_homo_ev="-15.54 / -15.54" smiles="[NH2+]=C=[NH+][O-]" gap_ev="9.5 / 9.5" charge=+1
C 0.0492 -0.4265 0.2555
N -0.1070 -1.6420 0.2662
N 0.2617 0.7496 -0.0970
O 0.9712 -2.2729 0.2049
H -0.9496 -2.3155 0.3592
H 0.2070 1.0354 -0.9866
H 0.3838 1.6524 0.5927

***

Arrangement three

7
Properties=species:S:1:pos:R:3 method="wB97M-V/def2-TZVPD" e_homo_ev=-17.15 gap_ev=8.1 charge=+1
C 1.3303 -0.3047 0.1629
N -2.6146 0.9046 -0.8297
N -1.8624 0.4896 -0.1302
O -1.1594 -0.1335 0.5313
H 1.1493 -1.4112 0.5380
H 1.7260 0.5290 0.6345
H 1.4308 -0.0739 -0.9068

***

Most stable = arrangement one

***

Arrangement one

17
Properties=species:S:1:pos:R:3 method="wB97M-V/def2-TZVPD" e_homo_ev=-4.38 gap_ev=8.2 charge=-1
C 0.4979 -0.3107 0.8900
N 1.0940 -1.1030 -0.1652
C 2.1877 -0.5128 -0.9906
O 2.3407 -0.9614 -2.1627
O 2.8054 0.4479 -0.3507
C -1.0025 -0.4612 1.1469
N -2.0394 0.2141 -0.1816
C -1.1925 1.1922 -0.8337
H 1.0808 -0.4863 1.9333
H 0.7287 0.7448 0.6389
H 0.4502 -1.5563 -0.7664
H -1.3295 0.2763 1.8505
H -1.1965 -1.4142 1.7590
H -1.4157 -0.8345 -0.0077
H -0.9144 1.9204 -0.0176
H -1.7936 1.9126 -1.4522
H -0.3013 0.9322 -1.2901

***

Arrangement two

17
Properties=species:S:1:pos:R:3 method="wB97M-V/def2-TZVPD" e_homo_ev=-3.98 smiles="NCC[C@H](N)C(=O)[O-]" gap_ev=7.9 charge=-1
O -1.3079 -2.3120 -0.3361
C -0.4332 -1.4615 -0.7201
O 0.4599 -1.5843 -1.5527
C -0.4325 -0.1916 0.2933
C 0.9168 0.5078 0.1601
C 0.8037 1.9351 0.6136
N 0.2463 2.8980 -0.3775
N -0.5767 -0.5868 1.7094
H -1.1837 0.4673 -0.1325
H 1.3857 0.4436 -0.8263
H 1.7248 -0.0056 0.7217
H 0.2614 2.0029 1.5768
H 1.8117 2.3675 0.8098
H -0.0826 2.3835 -1.1926
H 1.0366 3.4037 -0.7577
H -1.4555 -1.1259 1.7084
H -0.0775 -1.4903 1.6933

***

Most stable = arrangement two

***

Arrangement one

27
Properties=species:S:1:pos:R:3 method="wB97M-V/def2-TZVPD" e_homo_ev=-6.70 gap_ev=7.4 charge=0
C 1.0617 0.3069 -0.0747
C 0.9225 0.2009 1.4487
C 0.9880 1.7859 -0.5007
C 2.4515 -0.2126 -0.4922
C 0.0045 -0.5608 -0.8249
N -0.0043 -1.9480 -0.6686
H 0.7916 -2.2667 -0.1221
H 0.0625 -0.2703 -1.8901
H 1.0732 -0.8239 1.7887
H 1.6696 0.8282 1.9393
H -0.0649 0.5191 1.7852
H 0.1151 2.2964 -0.1001
H 0.9749 1.8816 -1.5893
H 1.8640 2.3241 -0.1322
H 2.6145 -1.2442 -0.1793
H 2.5769 -0.1694 -1.5762
H 3.2325 0.3989 -0.0335
C -1.8173 -1.6875 0.8491
C -2.1548 1.0619 -0.3292
N -1.5201 -0.2537 -0.4531
H -1.9925 -0.7792 -1.1823
H -3.2372 0.9282 -0.2656
H -2.6820 -1.1500 1.2360
H -1.0702 -1.8231 1.6160
H -2.0975 -2.6054 0.3542
H -1.9464 1.7093 -1.1846
H -1.8158 1.5532 0.5814

***

Arrangement two

27
Properties=species:S:1:pos:R:3 method="wB97M-V/def2-TZVPD" e_homo_ev=-5.35 gap_ev=6.0 charge=0
C 1.0655 -0.8709 0.4808
C 1.3188 1.9611 0.1930
C -0.3339 1.1161 1.7307
C 0.6278 -1.9180 1.4685
N 0.3131 0.9137 0.4302
H 1.1263 -1.2097 -0.5460
H 2.0301 -0.4512 0.7770
H 1.8917 1.7205 -0.7019
H 0.8609 2.9488 0.0661
H 0.4080 1.0983 2.5315
H -1.0607 0.3194 1.8792
H -0.8511 2.0811 1.7717
H 2.0087 2.0155 1.0364
H 0.2801 -1.4793 2.4068
H 1.4763 -2.5645 1.7430
H -0.1792 -2.5312 1.0717
C -1.2552 -1.6257 -1.7630
N -0.3782 1.0670 -2.0523
C -0.8590 0.7196 -0.7543
C -1.3138 -0.6637 -0.6166
H -0.0456 2.0174 -2.1320
H 0.3040 0.4147 -2.4143
H -1.6086 1.4697 -0.4687
H -2.1248 -0.8220 0.0857
H -0.2251 -1.9582 -1.9922
H -1.6617 -1.2350 -2.7066
H -1.8146 -2.5334 -1.5244

***

Most stable = arrangement one